[1]
This record from OMol25 describes a structure of composition C2HFKO in a non-equilibrium geometry. The level of theory is ωB97M-V/def2-TZVPD.

Electronic energy, eV: -23171.25423
Total charge: +1
Energy relative to the best compared isomer or geometry (same formula, charge and spin), kJ/mol: 139.8
Multiplicity: 1

Each line ends with the Löwdin charge.
Positions of all 6 atoms, in Å:
H  -1.916  0.684  0.059  0.15
O  -1.099  0.186  0.251  -0.09
C  -0.040  0.878  -0.119  -0.16
C  0.762  1.543  -0.709  -0.08
K  -1.016  -2.324  0.936  1.03
F  1.693  2.265  -1.210  0.16

***

[2]
This record from OMol25 describes a structure of composition C29H29N5O2PtS. The level of theory is ωB97M-V/def2-TZVPD.

Electronic energy, eV: -56156.33243
Total charge: +2
Energy relative to the best compared isomer or geometry (same formula, charge and spin), kJ/mol: 0.0
Multiplicity: 5

Each line ends with the Löwdin charge.
Positions of all 67 atoms, in Å:
Pt  0.026  -0.133  0.288  0.99
C  -0.976  1.649  2.653  -0.05
C  -1.080  2.878  1.806  -0.17
C  -1.816  3.949  2.238  -0.01
C  -1.893  5.121  1.477  0.01
C  -1.259  5.208  0.239  -0.01
C  -0.498  4.175  -0.255  -0.15
C  0.026  4.274  -1.658  -0.01
C  -0.338  2.997  0.570  -0.15
N  0.458  1.973  0.217  0.02
C  1.639  2.210  -0.522  -0.43
O  2.299  3.211  -0.421  0.12
C  2.051  1.090  -1.446  -0.17
C  3.004  1.198  -2.443  0.06
C  3.210  0.095  -3.269  0.02
C  2.472  -1.071  -3.097  0.06
C  1.547  -1.106  -2.066  -0.15
N  1.389  -0.046  -1.293  -0.01
C  0.630  -2.271  -1.775  -0.40
O  0.588  -3.211  -2.527  0.15
N  -0.213  -2.100  -0.667  0.00
C  -0.898  -3.154  -0.183  -0.17
C  -2.261  -2.916  0.246  -0.17
C  -2.881  -1.560  0.117  -0.04
C  -3.016  -3.982  0.650  -0.01
C  -2.470  -5.271  0.706  0.02
C  -1.133  -5.495  0.382  -0.01
C  -0.319  -4.477  -0.052  -0.15
C  1.146  -4.747  -0.227  -0.02
H  -1.620  1.731  3.525  0.10
H  0.050  1.477  2.983  0.07
H  -1.278  0.750  2.094  0.02
H  -2.339  3.890  3.183  0.13
H  -2.478  5.956  1.839  0.13
H  -1.395  6.095  -0.366  0.13
H  -0.653  4.882  -2.252  0.10
H  0.104  3.298  -2.140  0.09
H  1.010  4.741  -1.683  0.10
H  3.550  2.122  -2.573  0.14
H  3.942  0.152  -4.063  0.13
H  2.592  -1.931  -3.740  0.14
H  -2.801  -1.184  -0.904  0.09
H  -2.399  -0.828  0.778  0.04
H  -3.933  -1.598  0.388  0.09
H  -4.055  -3.832  0.909  0.13
H  -3.087  -6.099  1.027  0.13
H  -0.717  -6.486  0.503  0.13
H  1.455  -5.524  0.470  0.10
H  1.751  -3.860  -0.034  0.07
H  1.363  -5.091  -1.237  0.10
C  4.987  -0.913  5.319  0.02
C  4.232  -0.182  4.265  -0.23
C  4.470  1.106  3.868  0.06
C  3.685  1.654  2.845  -0.25
N  2.702  0.960  2.254  0.13
C  2.463  -0.274  2.659  -0.73
S  1.220  -1.280  2.034  0.68
N  3.226  -0.838  3.641  0.12
C  3.911  3.047  2.375  0.00
H  5.743  -0.272  5.762  0.10
H  5.480  -1.790  4.895  0.11
H  4.311  -1.253  6.106  0.11
H  5.254  1.682  4.334  0.14
H  3.014  -1.793  3.909  0.15
H  4.706  3.536  2.932  0.09
H  2.989  3.621  2.469  0.10
H  4.159  3.044  1.313  0.09

***

[3]
This record from OMol25 describes a structure of composition C22H25As2N2Pd in a non-equilibrium geometry. The level of theory is ωB97M-V/def2-TZVPD.

Electronic energy, eV: -151349.04859
Total charge: +1
Energy relative to the best compared isomer or geometry (same formula, charge and spin), kJ/mol: 140.9
Multiplicity: 1

Each line ends with the Löwdin charge.
Positions of all 52 atoms, in Å:
Pd  -0.558  0.253  -0.974  0.45
C  -0.445  -3.789  -4.341  -0.06
C  -1.629  -4.110  -3.687  -0.06
C  -2.113  -3.318  -2.671  0.00
C  -1.400  -2.166  -2.295  -0.28
C  -0.213  -1.827  -2.984  -0.06
C  0.260  -2.644  -3.988  -0.07
N  -1.799  -1.335  -1.304  -0.10
N  -2.824  -1.486  -0.549  0.13
C  -3.037  -0.472  0.304  -0.30
C  -4.168  -0.391  1.136  0.00
C  -4.312  0.664  2.007  -0.07
C  -3.358  1.670  2.079  -0.05
C  -2.235  1.628  1.249  -0.11
C  -2.083  0.577  0.391  -0.14
H  -0.081  -4.424  -5.132  0.11
H  -2.175  -4.995  -3.974  0.11
H  -3.029  -3.552  -2.153  0.11
H  0.311  -0.875  -2.748  0.08
H  1.171  -2.397  -4.511  0.11
H  -4.905  -1.170  1.053  0.12
H  -5.179  0.710  2.649  0.11
H  -3.469  2.480  2.781  0.11
H  -1.497  2.424  1.310  0.08
C  0.246  4.126  -0.554  -0.27
As  0.815  2.248  -0.634  1.11
C  2.570  2.508  -1.491  -0.26
C  1.397  1.810  1.187  -0.43
C  1.699  2.838  2.075  -0.11
C  2.062  2.572  3.384  -0.06
C  2.155  1.260  3.814  -0.06
C  1.895  0.228  2.928  -0.10
C  1.503  0.480  1.617  -0.41
As  1.141  -1.035  0.413  1.13
C  0.773  -2.526  1.640  -0.28
C  2.989  -1.476  -0.136  -0.28
H  1.090  4.798  -0.372  0.04
H  -0.515  4.280  0.214  0.03
H  -0.197  4.394  -1.520  0.04
H  3.218  3.070  -0.815  0.04
H  2.451  3.073  -2.418  0.03
H  3.047  1.555  -1.727  0.01
H  1.652  3.865  1.730  0.10
H  2.269  3.384  4.065  0.11
H  2.442  1.036  4.831  0.11
H  1.995  -0.797  3.261  0.09
H  1.671  -2.836  2.180  0.03
H  0.410  -3.379  1.059  0.03
H  -0.009  -2.235  2.346  0.03
H  3.650  -1.472  0.734  0.03
H  3.353  -0.754  -0.867  0.01
H  2.998  -2.468  -0.591  0.03

***

[4]
This record from OMol25 describes an isolated molecule of C3H10N2S in a non-equilibrium geometry. The level of theory is ωB97M-V/def2-TZVPD.

Electronic energy, eV: -17086.61504
SMILES: NCNCCS
Energy relative to the best compared isomer or geometry (same formula, charge and spin), kJ/mol: 191.9
Multiplicity: 1

Each line ends with the Löwdin charge.
Positions of all 16 atoms, in Å:
C  0.047  -0.675  0.601  -0.37
C  1.302  -0.860  1.419  -0.55
S  2.991  -0.379  0.831  0.68
N  0.131  0.065  -0.650  -0.11
C  -1.122  0.230  -1.467  -0.32
N  -1.775  1.412  -1.112  0.04
H  -0.696  -0.291  1.319  0.11
H  -0.288  -1.629  0.210  0.10
H  1.182  -0.091  2.289  0.08
H  1.381  -1.928  2.004  0.12
H  3.117  0.469  1.761  -0.22
H  0.724  0.960  -0.472  0.13
H  -1.705  -0.741  -1.463  0.13
H  -0.788  0.113  -2.483  0.09
H  -2.691  1.248  -0.954  0.02
H  -1.810  2.099  -1.831  0.07